No. 1
Here is the molecule C22H33N5O3S at a distorted geometry from the OMol25 dataset. Energies are from ωB97M-V/def2-TZVPD.

Values from the calculation:
multiplicity = 1
structure (SMILES) = CN(C)CCCNC(=S)N(CCN(C)C)Cc1cc2cc3c(cc2[nH]c1=O)OCCO3
ΔE to the lowest compared entry with this formula, charge and spin = 0.106 eV
electronic energy = -47778.1185 eV
highest occupied orbital energy = -0.2788 Eh

Geometry as XYZ:
```
64
Properties=species:S:1:pos:R:3:forces:R:3:lowdin_charge:R:1
C -7.493593 -0.184754 -0.005727 -0.01 0.06 0.12 -0.111
N -6.963225 0.672040 1.032103 -0.07 -0.06 0.07 -0.287
C -7.742537 1.882070 1.174867 0.03 -0.12 0.00 -0.114
H -7.308222 2.498497 1.960175 -0.02 0.09 0.04 0.084
H -7.804486 2.476815 0.251376 -0.01 0.05 -0.01 0.081
H -8.756103 1.608995 1.469494 -0.06 0.08 0.00 0.082
C -5.533894 0.895168 0.935003 0.00 0.14 -0.23 -0.225
C -5.032317 1.654328 -0.304289 0.10 -0.12 0.35 -0.161
C -3.521487 1.885194 -0.254497 -0.36 0.32 -0.21 -0.228
N -2.793615 0.645710 -0.340364 0.05 -0.34 0.02 0.014
C -1.915616 0.351068 -1.312566 -0.06 -0.14 -0.03 -0.781
N -1.389740 -0.901582 -1.313547 -0.26 0.10 0.05 -0.111
C -0.296783 -1.238619 -2.206580 0.19 -0.05 -0.26 -0.150
C 1.027518 -1.158435 -1.496191 -0.06 0.30 -0.19 -0.105
C 1.702738 0.007410 -1.370814 -0.17 -0.39 -0.11 0.051
C 2.944687 0.085346 -0.674102 0.40 -0.27 0.29 -0.145
C 3.677224 1.268601 -0.550840 0.28 -0.19 0.20 0.070
C 4.884298 1.288764 0.115999 -0.04 -0.07 -0.08 -0.196
C 5.376308 0.107933 0.706782 -0.20 -0.02 -0.04 -0.193
C 4.671017 -1.075540 0.576179 0.09 0.18 -0.01 0.072
C 3.463742 -1.099996 -0.114651 0.17 0.76 -0.04 -0.180
N 2.746976 -2.258478 -0.251914 0.04 -0.42 0.09 0.172
C 1.536432 -2.386537 -0.896250 0.34 0.09 0.17 -0.428
O 0.973816 -3.470824 -0.923587 -0.20 -0.25 -0.05 0.043
H 3.121609 -3.107759 0.154653 -0.18 0.09 -0.11 0.165
H 5.075068 -1.969689 1.024016 0.06 -0.13 0.09 0.129
O 6.541642 0.084612 1.417991 -0.24 -0.30 -0.23 -0.018
C 7.032701 1.365627 1.754106 0.07 0.61 -0.10 -0.144
C 6.930568 2.300963 0.551701 0.38 -0.28 0.27 -0.150
H 7.312208 3.294792 0.788562 0.03 -0.11 0.00 0.134
O 5.580255 2.468528 0.182272 -0.32 0.03 0.02 -0.026
H 7.499778 1.876735 -0.287088 -0.04 0.07 0.07 0.140
H 8.068775 1.226379 2.065345 -0.09 0.07 -0.02 0.133
H 6.449093 1.780492 2.587107 0.09 -0.06 -0.07 0.140
H 3.307644 2.182365 -0.987169 -0.04 0.15 -0.08 0.135
H 1.300610 0.908782 -1.811118 -0.13 0.08 -0.08 0.101
H -0.448529 -2.254771 -2.579008 -0.02 0.11 0.04 0.131
H -0.321093 -0.530308 -3.038030 0.02 -0.25 0.15 0.060
C -1.763768 -1.911992 -0.345358 0.05 -0.19 0.28 -0.119
H -1.333307 -2.851677 -0.692760 -0.10 0.09 0.01 0.113
H -2.854201 -2.013428 -0.336404 0.01 -0.03 0.04 0.125
C -1.255157 -1.635212 1.082801 -0.06 -0.10 -0.16 -0.165
N -2.282717 -0.994471 1.900342 0.03 -0.07 0.19 -0.323
C -3.198428 -1.964862 2.471733 -0.03 0.04 -0.03 -0.093
H -4.016749 -1.438521 2.961598 -0.07 -0.05 0.02 0.084
H -2.706078 -2.615588 3.208524 0.04 -0.03 0.01 0.090
H -3.610385 -2.591592 1.683238 -0.08 -0.06 0.00 0.083
C -1.721770 -0.142433 2.931985 -0.02 0.02 -0.03 -0.090
H -1.110900 -0.699907 3.655735 0.02 -0.02 0.03 0.090
H -1.103994 0.625512 2.468376 0.04 0.05 0.02 0.088
H -2.536229 0.343259 3.468083 0.01 0.05 0.08 0.085
H -0.393482 -0.966762 1.015410 -0.02 -0.05 0.01 0.123
H -0.912767 -2.574248 1.540470 0.01 0.03 0.04 0.126
S -1.507798 1.462727 -2.485520 0.21 0.74 -0.68 0.658
H -2.854736 0.030316 0.470497 0.06 -0.09 0.09 0.080
H -3.212956 2.510074 -1.096874 -0.01 -0.08 0.27 0.048
H -3.257256 2.397672 0.678442 0.02 0.02 -0.03 0.123
H -5.525012 2.625829 -0.363335 -0.05 0.05 -0.04 0.108
H -5.271788 1.091927 -1.207922 -0.01 0.05 -0.09 0.114
H -5.058979 -0.088947 0.970358 0.10 0.00 0.06 0.100
H -5.232829 1.446169 1.832174 0.10 -0.03 0.02 0.119
H -6.881404 -1.082186 -0.078619 0.01 -0.09 -0.06 0.083
H -7.534480 0.296849 -0.993789 0.01 -0.02 -0.05 0.083
H -8.506709 -0.478366 0.270021 -0.05 -0.06 -0.08 0.082
```
Forces are in eV/Å.

=====

No. 2
Here is a structure of composition C22H33N6O3Tb at a distorted geometry from the OMol25 dataset. Energies are from ωB97M-V/def2-TZVPD.

Values from the calculation:
multiplicity = 7
ΔE to the lowest compared entry with this formula, charge and spin = 2.316 eV
electronic energy = -60857.3295 eV
highest occupied orbital energy (alpha / beta) = -0.5274 / -0.5275 Eh
total charge = +2

Geometry as XYZ:
```
65
Properties=species:S:1:pos:R:3:forces:R:3:mulliken_spin:R:1
Tb -0.317152 -0.535172 -0.431561 -0.95 1.16 0.12 6.136
N -1.481347 -1.999154 -2.185926 -0.86 1.51 -0.47 -0.006
C -1.288381 -3.385832 -1.856209 0.58 -1.51 -1.29 -0.001
C 0.210024 -3.706987 -1.747172 -0.61 -1.09 0.96 0.006
N 0.895757 -2.774527 -0.829199 0.74 -0.50 0.05 -0.037
C 1.073556 -3.381471 0.524006 -1.62 -0.39 -0.78 0.003
C -0.290060 -3.583750 1.218735 0.29 -0.84 0.38 -0.001
N -0.973741 -2.277685 1.398576 1.63 0.05 -0.26 -0.016
C 2.239942 -2.516518 -1.381211 0.70 0.10 0.21 0.003
C 2.205429 -1.541049 -2.553476 2.03 -0.25 0.58 0.001
N 1.605754 -0.258252 -2.149845 -0.69 -0.06 -0.45 -0.020
H -2.482016 -1.719533 -2.066036 1.07 -0.20 -0.19 0.000
H -1.252958 -1.799996 -3.172055 -0.18 -0.21 0.57 0.000
H -1.681972 -4.068123 -2.655197 -0.04 0.42 0.87 0.000
H -1.788131 -3.569014 -0.911085 -0.15 -0.20 -0.13 0.000
H 0.722420 -3.689268 -2.715489 -0.41 -0.02 0.11 0.000
H 0.314220 -4.753230 -1.323075 -0.05 0.93 -0.70 0.000
H 1.646869 -2.666438 1.072289 0.55 0.36 0.74 0.000
H 1.616502 -4.335287 0.459114 -0.04 0.20 0.06 0.000
H -0.072959 -4.097083 2.184624 -0.31 0.44 -0.50 -0.001
H -0.975567 -4.264670 0.673780 0.68 0.36 0.25 0.000
H -0.511309 -1.826355 2.207234 -1.05 -0.14 -0.35 0.001
H -1.968491 -2.401661 1.523553 -0.07 0.18 0.51 0.000
H 2.766654 -3.442018 -1.721627 -0.48 0.39 0.37 0.000
H 2.850543 -2.109113 -0.538576 -0.30 -0.22 -0.83 -0.001
H 1.730738 -1.969238 -3.435801 -0.37 0.20 0.16 0.000
H 3.274755 -1.425971 -2.853790 -0.69 0.11 0.05 0.000
H 1.220505 0.138515 -3.006283 0.03 0.40 0.33 0.001
H 2.276545 0.421590 -1.774317 -0.10 -0.48 -0.32 0.002
C -1.791672 3.695862 -1.634124 -1.40 0.10 -0.97 -0.001
C -1.657308 2.241549 -1.883768 -0.20 -0.87 -0.13 0.001
C -1.717721 1.864563 -3.362361 -0.58 -0.18 -0.23 0.000
O -0.369151 1.777772 -1.374583 0.45 -0.52 0.47 -0.014
C -2.763497 1.417759 -1.129118 -1.40 2.13 -0.08 0.004
O -3.869926 1.936591 -0.933691 2.05 -1.12 -0.29 -0.002
O -2.397755 0.231678 -0.804909 0.76 -1.17 0.08 -0.032
H -0.989069 4.252039 -2.099080 0.14 0.29 -0.11 0.000
H -1.894330 3.900484 -0.597332 0.17 0.29 0.98 0.000
H -2.770806 3.956094 -2.081597 0.60 0.30 0.13 0.000
H -1.388327 2.666856 -4.022188 0.54 -0.07 0.09 0.000
H -2.762425 1.729859 -3.661915 0.08 -0.22 0.10 0.000
H -1.163417 0.919483 -3.534690 -0.32 0.53 -0.09 0.000
H 0.332609 2.366431 -1.688644 -0.28 -0.01 0.09 0.002
C 3.881244 1.191531 1.501434 -1.07 0.55 1.16 -0.001
C 2.915929 0.398416 0.883185 -0.29 0.32 -0.54 0.000
N 1.599924 0.610632 0.969968 0.06 -0.42 0.64 -0.007
C 1.185212 1.524082 1.901037 0.62 0.27 -0.65 -0.006
C 2.078507 2.377617 2.571802 -0.04 -0.39 1.01 -0.002
C 3.453337 2.206780 2.369244 0.09 -0.80 -1.28 0.001
C 1.645857 3.200888 3.686124 0.85 0.36 -0.27 0.001
C 0.358998 3.213137 4.099909 1.03 0.18 -0.05 -0.001
C -0.578516 2.430873 3.370388 -0.69 -0.30 -1.34 0.003
C -1.949410 2.487521 3.703036 0.49 -0.14 -0.31 -0.001
C -2.862497 1.712753 3.032733 0.51 -0.45 -0.25 0.001
C -2.413597 0.903045 2.000662 2.19 -0.66 -0.32 0.000
N -1.095886 0.793308 1.651381 -1.10 0.75 -0.25 -0.013
C -0.190937 1.621175 2.237596 -1.61 -0.14 1.89 0.000
H 4.895027 0.907303 1.389987 0.88 0.09 -0.11 0.000
H 3.236053 -0.432708 0.244384 -0.09 0.46 0.21 0.001
H 4.118633 2.865648 2.904290 0.35 -0.12 -0.02 0.000
H 2.471045 3.771220 4.161388 -0.93 -0.32 -0.10 0.000
H 0.076764 3.779703 4.989757 -0.14 -0.17 -0.39 0.000
H -2.202404 3.194672 4.465980 -0.45 0.01 0.49 0.000
H -3.888547 1.554514 3.270283 -0.65 0.69 0.38 0.000
H -3.098059 0.268161 1.449458 0.06 0.11 0.02 0.000
```
Forces are in eV/Å.

=====

No. 3
Here is a structure of composition C22H34AlFN5O8 at a distorted geometry from the OMol25 dataset. Energies are from ωB97M-V/def2-TZVPD.

Values from the calculation:
multiplicity = 1
ΔE to the lowest compared entry with this formula, charge and spin = 0.000 eV
electronic energy = -56503.0723 eV
highest occupied orbital energy = -0.2970 Eh
total charge = +1

Geometry as XYZ:
```
71
Properties=species:S:1:pos:R:3:forces:R:3:lowdin_charge:R:1
O 1.337838 -3.508686 1.062320 -0.29 0.94 2.24 -0.106
H 0.553330 -3.688077 1.631441 0.91 0.27 -0.65 0.076
Al 1.265560 -2.248645 -1.831092 -0.13 -2.86 -1.65 -0.020
N 2.672174 -2.593323 -3.518792 -0.34 -1.33 -2.10 -0.125
N 0.425882 -2.881281 -4.374892 1.58 -0.62 -2.15 0.019
O 3.720577 -1.813294 -3.388093 1.41 0.37 1.01 -0.212
O -0.841672 -2.894181 -4.866018 -0.91 0.32 0.23 -0.040
C 2.645673 -3.344913 -4.618706 0.32 1.37 3.08 -0.260
C 1.311186 -3.581394 -5.074546 -2.61 1.14 1.49 -0.258
C 3.874666 -3.691596 -5.346018 0.40 0.12 -0.76 -0.027
C 1.018494 -4.352569 -6.297826 -0.33 -0.30 -0.15 -0.014
H 4.749091 -3.648355 -4.688304 -0.28 0.02 -0.09 0.084
H 4.041835 -2.977021 -6.162180 0.18 -0.11 0.00 0.094
H 3.786678 -4.688108 -5.795175 0.03 0.18 0.08 0.083
H -0.060715 -4.447265 -6.411731 0.13 -0.02 -0.15 0.077
H 1.464725 -5.348328 -6.232995 -0.01 0.07 -0.12 0.089
H 1.438922 -3.830052 -7.163929 -0.07 -0.17 0.00 0.097
H 3.680206 -2.087958 -1.797551 -0.30 0.07 -0.21 0.081
H -1.270173 -2.123024 -4.382936 0.42 -1.03 -0.47 0.072
O 1.425324 -0.497638 -2.848333 -0.26 0.97 -0.11 0.071
H 2.326980 -0.392497 -3.231642 -0.01 -0.54 0.11 0.111
H 0.774890 -0.370061 -3.573057 0.47 -0.40 0.34 0.118
C 1.025445 -4.236485 -1.456353 -0.46 -0.10 -0.66 -0.127
H 0.635490 -4.377319 -0.440144 0.09 -0.35 -1.00 -0.012
H 1.927501 -4.858064 -1.585916 0.03 0.15 0.28 0.014
H 0.307172 -4.691168 -2.159959 0.10 0.31 0.05 0.012
O 3.022330 -2.304796 -1.044272 1.36 -0.40 0.91 0.004
H 1.287740 -2.557572 0.814038 -0.16 -0.92 0.30 0.003
H 3.200181 -3.224507 -0.715661 -0.43 1.09 -0.51 0.122
F 1.366513 0.579583 4.309384 -0.69 0.34 -0.61 0.046
C 0.599488 0.954637 3.228703 0.47 -0.55 0.20 -0.151
C 0.795332 0.256523 2.066779 -0.45 0.60 -0.12 0.122
C -0.004940 0.569349 0.946304 -0.29 0.97 0.91 -0.037
C 0.016490 -0.254111 -0.200086 1.52 -2.35 -1.13 -0.168
O 0.909360 -1.206324 -0.281575 -1.74 2.53 0.55 0.004
C -0.961531 -0.022678 -1.202217 -0.79 0.73 0.02 0.000
C -1.729640 1.127418 -1.171866 1.06 -0.19 0.64 0.093
N -1.612889 2.041011 -0.161366 0.75 -2.33 0.52 0.022
C -2.184121 3.318590 -0.287086 -0.79 1.35 -0.63 -0.265
C -2.317269 3.877233 -1.679757 0.02 0.51 0.11 -0.072
C -3.540959 3.512400 -0.898749 -0.41 0.14 0.11 -0.074
C -0.892258 1.679252 0.993752 0.01 -0.39 -0.58 -0.081
C -1.081583 2.352100 2.199736 0.50 -0.06 0.89 0.058
C -0.393086 1.952666 3.366296 -0.09 -0.24 -0.95 -0.127
N -0.765885 2.493128 4.599156 -0.17 0.37 0.01 -0.093
C -2.186973 2.555323 4.891292 -0.09 0.01 -0.12 -0.130
C -2.484894 3.832215 5.669483 -0.07 -0.14 -0.81 -0.080
N -1.585258 3.819977 6.853894 -0.81 0.43 1.02 0.043
C -0.143972 3.672452 6.608610 0.89 -0.31 -0.70 -0.089
C 0.045163 2.395848 5.799940 0.11 -0.09 -0.31 -0.126
C -1.127193 -1.004310 -2.315531 0.50 -1.61 -1.33 -0.516
O -1.589712 -0.659778 -3.426589 0.05 0.24 1.43 0.040
O -0.640263 -2.184784 -2.079223 -1.02 2.26 0.04 0.022
H 1.528484 -0.543268 2.005207 -0.16 0.11 0.06 0.151
H -2.404930 1.358458 -1.996246 0.25 -0.19 0.26 0.147
H -1.927287 4.021992 0.495712 0.23 -0.24 -0.22 0.139
H -2.094633 4.934525 -1.784536 -0.01 -0.22 -0.20 0.113
H -2.060356 3.240102 -2.523303 0.13 0.29 0.23 0.111
H -4.102540 2.634280 -1.217180 0.09 0.25 0.18 0.116
H -4.117644 4.344785 -0.495109 -0.06 -0.40 -0.14 0.110
H -1.805205 3.163141 2.259402 0.25 -0.26 0.06 0.112
H -2.492436 1.672588 5.497719 0.01 0.28 -0.20 0.149
H -2.762924 2.538978 3.957977 0.09 -0.02 0.46 0.131
H -2.252831 4.734577 5.094528 -0.04 -0.23 0.03 0.147
H -3.526888 3.866406 6.009197 0.31 0.04 0.08 0.147
H -1.746772 4.664496 7.403571 -0.12 -0.12 0.21 0.191
H -1.861902 3.009097 7.403395 -0.19 0.01 0.47 0.181
H 0.375802 3.607645 7.564415 -0.15 0.08 0.04 0.147
H 0.194714 4.554746 6.063000 0.02 -0.12 -0.01 0.149
H -0.278440 1.516964 6.397330 0.32 0.24 -0.04 0.148
H 1.098543 2.280944 5.533956 -0.30 0.04 0.24 0.140
```
Forces are in eV/Å.